Entry 1:
C39H41IrN2O7P4S as an isolated structure. Source: the OMol25 dataset; level of theory: ωB97M-V/def2-TZVPD.

Last column: Löwdin charge in e.
Cartesian coordinates (Å):
Ir1 -0.49189 -0.57523 -0.13663  1.117
C1 -5.08263 0.21186 1.79505  -0.022
C2 -3.69340 0.02828 1.21765  -0.573
O1 -2.86886 -0.63128 2.17936  -0.022
P1 -2.86767 1.56553 0.70738  0.544
O2 -2.64075 2.51651 1.92819  -0.034
O3 -3.73602 2.38523 -0.27449  -0.059
O4 -1.48112 1.16376 0.17392  -0.434
P2 -3.70846 -0.85840 -0.41083  0.408
O5 -4.63413 -2.12363 -0.25868  -0.058
O6 -4.14901 0.08726 -1.46174  -0.254
O7 -2.27172 -1.44084 -0.52195  -0.461
H1 -5.03936 0.80398 2.70925  0.104
H2 -5.50161 -0.76076 2.04651  0.103
H3 -5.73823 0.71053 1.08037  0.104
H4 -1.96603 -0.69794 1.86027  0.024
H5 -3.31796 3.19291 2.08811  0.136
H6 -4.06527 1.79226 -1.00819  0.086
H7 -5.47085 -2.06352 -0.74530  0.123
C3 2.15615 0.45625 -1.55078  -0.285
C4 2.53314 -0.98705 -1.33557  -0.223
P3 1.34540 -2.35196 -0.55785  1.126
C5 -0.12391 -3.40566 -0.27793  -0.365
C6 -0.48013 -4.44304 -1.16091  -0.067
C7 -1.43960 -5.34122 -0.75850  -0.002
C8 -2.06914 -5.21483 0.48941  0.020
C9 -1.72690 -4.18898 1.35529  -0.023
C10 -0.74581 -3.28805 0.98714  -0.121
C11 2.30897 -3.61299 -1.47351  -0.397
C12 3.02019 -4.56285 -0.74485  -0.063
C13 3.78077 -5.50691 -1.42385  -0.033
C14 3.79654 -5.51940 -2.81030  -0.024
C15 3.05607 -4.58799 -3.53284  -0.033
C16 2.31955 -3.61888 -2.87275  -0.108
C17 1.23154 0.60231 -2.74821  -0.265
P4 -0.48239 0.00487 -2.43479  1.042
C18 -1.52675 1.37830 -2.87070  -0.359
C19 -2.69609 1.16322 -3.59952  -0.080
C20 -3.49532 2.24388 -3.94177  -0.036
C21 -3.13639 3.52607 -3.55389  -0.024
C22 -1.97099 3.74405 -2.82062  -0.046
C23 -1.17529 2.67603 -2.46596  -0.100
C24 -0.80931 -1.28912 -3.63498  -0.365
C25 -0.37950 -1.04654 -4.94730  -0.079
C26 -0.62967 -1.98389 -5.93334  -0.033
C27 -1.30253 -3.16171 -5.62262  -0.027
C28 -1.74046 -3.39435 -4.32792  -0.046
C29 -1.50178 -2.45782 -3.32993  -0.103
H8 3.09341 0.99057 -1.73940  0.144
H9 1.71921 0.91268 -0.66538  0.076
H10 3.32755 -1.09044 -0.58833  0.110
H11 2.86799 -1.45653 -2.25530  0.079
H12 -0.01680 -4.54345 -2.13026  0.111
H13 -1.70292 -6.15924 -1.41652  0.133
H14 -2.81533 -5.94063 0.78585  0.135
H15 -2.20608 -4.09834 2.32090  0.134
H16 -0.42221 -2.54420 1.70575  0.083
H17 2.99787 -4.55867 0.33875  0.117
H18 4.36220 -6.22740 -0.86426  0.126
H19 4.38801 -6.25759 -3.33530  0.127
H20 3.06479 -4.60631 -4.61481  0.124
H21 1.72945 -2.90343 -3.43869  0.106
H22 1.63058 0.02736 -3.58484  0.096
H23 1.16128 1.64414 -3.05525  0.100
H24 -2.97436 0.16668 -3.91201  0.114
H25 -4.39747 2.08004 -4.51574  0.127
H26 -3.76457 4.36498 -3.82369  0.127
H27 -1.69368 4.74785 -2.52806  0.124
H28 -0.28030 2.85232 -1.87997  0.112
H29 0.12040 -0.12029 -5.20617  0.121
H30 -0.30707 -1.79227 -6.94806  0.126
H31 -1.49259 -3.89257 -6.39761  0.126
H32 -2.27818 -4.30470 -4.09474  0.120
H33 -1.87902 -2.61610 -2.33257  0.071
S1 3.16448 1.60974 4.97973  1.153
C30 2.28335 0.91794 3.68965  -0.481
C31 1.34384 1.74537 3.03921  -0.048
C32 0.61605 1.26953 1.99097  -0.104
N1 0.73896 -0.00904 1.50929  -0.127
C33 1.64831 -0.80117 2.14804  -0.147
C34 2.41481 -0.39616 3.19847  -0.020
C35 4.26984 0.32201 5.50826  -0.520
C36 3.80360 -0.81992 6.14259  -0.087
C37 4.74736 -1.72346 6.61165  -0.110
N2 6.05914 -1.53578 6.48046  0.093
C38 6.48916 -0.43471 5.87373  -0.101
C39 5.62913 0.53825 5.37036  -0.063
H34 1.19773 2.76660 3.36618  0.129
H35 -0.09232 1.90786 1.49759  0.090
H36 1.75004 -1.81455 1.78358  0.067
H37 3.11842 -1.08770 3.63928  0.118
H38 2.74710 -0.99315 6.30485  0.118
H39 4.43873 -2.62261 7.13143  0.120
H40 7.56208 -0.31499 5.78663  0.123
H41 6.01748 1.43383 4.90445  0.114

Calculated values
energy relative to the best compared isomer or geometry (same formula, charge and spin): 131.47 kcal/mol
multiplicity: 2
total charge: +3
<S²>: 0.76
total energy: -109228.108 eV
LUMO (alpha / beta): -10.8 / -10.7 eV

=====

Entry 2:
C22H49BrClCsN4NaO10PS2V as an isolated structure. Source: the OMol25 dataset; level of theory: ωB97M-V/def2-TZVPD.

Last column: Löwdin charge in e.
Cartesian coordinates (Å):
C1 3.16690 -3.99189 0.95204  -0.140
C2 2.16909 -3.16343 1.97127  -0.335
N1 2.18708 -1.64500 1.70822  -0.282
P1 1.70266 -1.27368 0.02411  0.841
C3 0.71150 0.28719 0.51712  -0.445
C4 -0.88215 -0.08801 0.31681  -0.275
C5 -1.90234 0.93066 1.15282  -0.527
S1 -3.58170 0.10736 1.19699  0.709
C6 -3.72772 -1.21265 -0.18034  -0.954
S2 -4.01476 -0.59735 -1.73098  0.628
N2 -3.61643 -2.62826 0.27961  -0.214
C7 -4.92330 -2.98454 0.94536  -0.353
C8 -6.16542 -2.83733 -0.12919  -0.273
C9 -3.12902 -3.62062 -0.71571  -0.253
C10 -1.69678 -4.37684 -0.29705  -0.099
C11 1.16359 -1.07703 -1.83787  -0.317
O1 2.29215 -1.19496 -2.77595  -0.130
C12 2.59612 -2.60439 -3.10071  -0.283
C13 4.18232 -3.07108 -2.93405  -0.021
O2 1.69112 -3.51380 -3.51076  -0.055
H1 3.77416 -3.27605 0.23343  0.045
H2 3.91615 -4.69684 1.55736  0.086
H3 2.49383 -4.67746 0.24756  0.073
H4 2.54452 -3.29183 3.09184  0.108
H5 1.08589 -3.60822 1.93832  0.101
H6 1.50420 -1.27334 2.41044  0.071
H7 3.08664 -1.24739 -0.40514  0.051
H8 0.96213 -2.54259 0.02417  0.026
H9 0.97836 1.18136 -0.19893  0.033
H10 0.89954 0.66354 1.61218  -0.161
H11 -1.08061 -1.16439 0.78965  0.116
H12 -1.21003 -0.02137 -0.81395  0.099
H13 -1.55230 1.03723 2.28892  0.058
H14 -1.90692 1.98372 0.60977  0.094
H15 -5.16703 -2.26041 1.86102  -0.056
H16 -4.82594 -4.09866 1.35291  0.110
H17 -6.48055 -1.71540 -0.34349  0.028
H18 -7.06818 -3.47141 0.29964  0.057
H19 -5.87978 -3.29171 -1.19515  0.082
H20 -2.98071 -3.26639 -1.81454  0.104
H21 -3.92356 -4.51128 -0.75828  0.095
H22 -0.75335 -3.80469 -0.71737  0.047
H23 -1.63439 -4.63528 0.84254  0.081
H24 -1.73285 -5.41307 -0.88627  0.080
H25 0.67710 -0.02058 -2.01816  0.101
H26 0.30055 -1.87712 -2.02996  0.116
H27 4.63762 -2.34364 -2.10703  0.106
H28 4.15400 -4.19453 -2.59581  0.055
H29 4.72778 -2.95042 -3.97564  0.104
Cl1 -6.36818 -0.90518 1.70494  -0.054
Na1 -6.36818 -5.26118 0.06094  0.688
N3 4.43178 -6.70826 -4.02139  0.331
H30 3.71382 -6.05824 -3.68057  0.133
H31 5.23963 -6.68876 -3.38791  0.165
H32 4.04524 -7.65886 -4.05395  0.167
H33 4.72863 -6.42708 -4.96327  0.168
Br1 0.83182 2.33462 2.07501  0.572
O3 2.83413 1.67299 -1.26890  -0.663
V1 2.63182 3.00304 -2.39867  0.998
O4 2.42952 4.33309 -3.52845  -0.621
N4 3.94844 4.22013 1.41262  0.023
C14 4.71165 5.31070 1.08594  -0.082
C15 5.10620 5.92002 2.25609  -0.042
C16 4.56683 5.16700 3.32627  -0.359
C17 3.85900 4.12153 2.77679  -0.199
H34 3.51919 3.58668 0.75071  0.106
H35 4.90682 5.56004 0.05156  0.122
H36 5.71754 6.80996 2.33087  0.088
H37 4.68284 5.36556 4.38391  -0.406
H38 3.29973 3.31879 3.23851  0.052
O5 -8.03145 3.58174 -0.29285  0.087
C18 -7.08967 3.77982 -1.05486  -0.500
O6 -7.30808 4.23148 -2.31158  -0.009
C19 -6.27700 4.67942 -3.21070  -0.231
C20 -5.67868 3.51290 -3.97176  -0.070
C21 -5.68613 3.43784 -0.64535  0.005
H39 -5.52252 5.27096 -2.68383  0.114
H40 -6.76030 5.35937 -3.92058  0.123
H41 -5.19532 2.79941 -3.29924  0.061
H42 -4.93701 3.86379 -4.69510  0.081
H43 -6.46060 2.96387 -4.50655  0.084
H44 -5.50397 2.37689 -0.83202  0.078
H45 -5.57906 3.63967 0.42575  0.097
H46 -4.92472 4.03540 -1.14276  0.067
O7 2.24343 -5.23535 4.02505  -0.073
H47 2.91926 -5.83539 4.37477  0.053
H48 1.64297 -5.09781 4.77293  0.056
C22 6.80200 8.81010 4.38114  -0.875
O8 7.87579 9.28912 4.81854  -0.038
O9 6.07296 8.31069 5.36910  0.012
O10 6.33927 8.73537 3.22091  -0.035
H49 6.75275 8.56231 6.02696  0.098
Cs1 4.06855 5.25565 5.84920  1.498

Calculated values
multiplicity: 1
total charge: +1
total energy: -194189.730 eV
LUMO: -6.6 eV

=====

Entry 3:
One molecule with the formula C23H21NO5. Source: the OMol25 dataset; level of theory: ωB97M-V/def2-TZVPD.

Last column: Löwdin charge in e.
Cartesian coordinates (Å):
C1 -5.99330 3.90962 0.40580  -0.059
O1 -5.95414 2.45807 0.32486  -0.095
C2 -4.75858 1.81527 0.36151  -0.267
C3 -4.77749 0.40814 0.43814  -0.012
C4 -3.61169 -0.28565 0.55861  -0.033
C5 -2.35624 0.39631 0.56771  -0.219
C6 -1.11848 -0.38113 0.68267  -0.029
C7 0.10197 0.09337 0.27768  -0.014
C8 1.39421 -0.71913 0.40445  -0.225
O2 1.76041 -1.60932 -0.70246  -0.037
C9 0.97248 -2.64298 -1.09904  -0.263
C10 0.03765 -2.46803 -2.14017  0.018
C11 -0.75759 -3.52971 -2.53378  0.013
C12 -0.70566 -4.73483 -1.82040  -0.170
N1 -1.66859 -5.74608 -2.09319  -0.316
O3 -1.64512 -6.79689 -1.40753  0.047
O4 -2.51156 -5.54611 -3.01131  0.042
C13 0.24272 -4.93884 -0.80236  0.011
C14 1.05604 -3.88562 -0.42430  0.014
C15 2.58482 0.22891 0.60968  -0.177
C16 3.51540 -0.11912 1.59109  -0.022
C17 4.57988 0.72743 1.86222  0.005
C18 4.79097 1.89826 1.09670  -0.270
O5 5.91130 2.61976 1.36305  -0.091
C19 6.22958 3.74539 0.51817  -0.065
C20 3.77885 2.28246 0.19195  -0.017
C21 2.73294 1.42502 -0.08392  -0.039
C22 -2.35710 1.80868 0.47780  -0.035
C23 -3.52586 2.51284 0.34789  -0.024
H1 -7.05685 4.14129 0.43221  0.088
H2 -5.49452 4.28446 1.32479  0.100
H3 -5.51996 4.36044 -0.49004  0.096
H4 -5.73870 -0.07924 0.40399  0.117
H5 -3.62700 -1.36876 0.67325  0.116
H6 -1.20067 -1.42913 1.02799  0.125
H7 0.20731 1.12407 -0.01143  0.077
H8 1.33026 -1.46987 1.18354  0.133
H9 -0.13545 -1.49024 -2.59341  0.127
H10 -1.42474 -3.43700 -3.38682  0.123
H11 0.31751 -5.89971 -0.29930  0.122
H12 1.67602 -3.98478 0.47845  0.128
H13 3.43270 -1.09288 2.08386  0.122
H14 5.29864 0.50185 2.63867  0.115
H15 7.23076 3.99368 0.85075  0.087
H16 6.22951 3.49069 -0.55799  0.100
H17 5.54234 4.58849 0.70387  0.095
H18 3.84819 3.24611 -0.31087  0.105
H19 2.02868 1.65004 -0.91350  0.130
H20 -1.38933 2.35117 0.55866  0.122
H21 -3.50252 3.59321 0.24179  0.101

Calculated values
SMILES: COc1ccc(/C=C/[C@@H](Oc2ccc([N+](=O)[O-])cc2)c2ccc(OC)cc2)cc1
energy relative to the best compared isomer or geometry (same formula, charge and spin): 139.48 kcal/mol
multiplicity: 1
total charge: 0
total energy: -35914.389 eV
LUMO: -0.7 eV

=====

Entry 4:
A 2-piece molecular cluster, H2NO3S overall. Source: the OMol25 dataset; level of theory: ωB97M-V/def2-TZVPD.

Last column: Löwdin charge in e.
Cartesian coordinates (Å):
N1 1.17390 0.33090 0.42362  -0.154
O1 -2.29447 0.95161 -1.02452  -0.604
O2 2.47537 0.44525 -0.08819  -0.318
O3 -1.56569 -1.38931 -0.51171  -0.608
S1 -1.60601 0.02656 -0.13206  0.598
H1 1.15477 0.16144 1.40502  0.037
H2 0.66212 -0.52644 -0.07216  0.049

Calculated values
energy relative to the best compared isomer or geometry (same formula, charge and spin): 97.83 kcal/mol
multiplicity: 1
total charge: -1
total energy: -18498.025 eV
LUMO (alpha / beta): 4.1 / 3.2 eV

=====

Entry 5:
One molecule with the formula C10H12O2S. Source: the OMol25 dataset; level of theory: ωB97M-V/def2-TZVPD.

Last column: Löwdin charge in e.
Cartesian coordinates (Å):
C1 0.41816 -3.00854 3.78559  -0.179
C2 -0.66344 -2.12022 3.19453  -0.500
S1 0.11156 -0.61484 2.49898  0.957
C3 0.22149 -1.25479 0.82376  -0.654
O1 0.40467 -2.42905 0.67698  0.024
C4 0.04187 -0.14553 -0.17796  -0.188
C5 0.23341 -0.43734 -1.53689  -0.019
C6 0.23537 0.57899 -2.47824  -0.013
C7 -0.01937 1.90698 -2.05294  -0.224
O2 -0.00808 2.88938 -3.08407  -0.124
C8 -0.48531 2.59013 -4.38584  -0.117
C9 -0.21870 2.19049 -0.73526  -0.027
C10 -0.27555 1.21953 0.25137  -0.036
H1 0.83979 -2.72146 4.73928  0.061
H2 0.16323 -4.09761 3.91176  0.089
H3 1.21525 -2.99125 3.07398  0.041
H4 -1.52626 -1.81521 3.77599  0.060
H5 -1.09881 -2.65114 2.27974  0.093
H6 0.48850 -1.49189 -1.81562  0.139
H7 0.71807 0.26700 -3.35266  0.101
H8 -1.22589 1.74273 -4.53041  0.105
H9 -1.01272 3.52947 -4.73772  0.096
H10 0.44082 2.46197 -5.05956  0.107
H11 -0.45836 3.22708 -0.39238  0.138
H12 -0.42896 1.57681 1.25191  0.069

Calculated values
SMILES: CCSC(=O)c1ccc(OC)cc1
energy relative to the best compared isomer or geometry (same formula, charge and spin): 48.57 kcal/mol
multiplicity: 1
total charge: 0
total energy: -25493.324 eV
LUMO: 0.1 eV

=====

Entry 6:
An isolated ion of composition C5H10NO and charge +1. Source: the OMol25 dataset; level of theory: ωB97M-V/def2-TZVPD.

Last column: Löwdin charge in e.
Cartesian coordinates (Å):
C1 0.02832 -1.28268 0.26382  -0.124
C2 0.89881 -0.69549 1.13428  -0.071
C3 1.34062 1.74235 0.98147  -0.033
C4 0.16200 2.48545 0.56635  0.002
C5 -1.39467 -1.99502 -1.64702  -0.043
N1 -0.34692 -1.18618 -1.01412  -0.052
O1 1.61460 0.49493 1.08725  0.069
H1 -0.19501 -2.22885 0.66907  0.122
H2 1.14027 -1.22484 2.09412  0.151
H3 2.20471 2.34399 1.35365  0.174
H4 -0.30152 2.28064 -0.43072  0.123
H5 0.46878 3.54098 0.58794  0.105
H6 -0.60329 2.42925 1.35582  0.129
H7 -2.13416 -1.21328 -2.16062  0.138
H8 -0.99809 -2.57999 -2.44047  0.070
H9 -1.86610 -2.58533 -0.88962  0.081
H10 -0.01835 -0.32593 -1.51120  0.161

Calculated values
energy relative to the best compared isomer or geometry (same formula, charge and spin): 86.32 kcal/mol
multiplicity: 1
total charge: +1
total energy: -8874.837 eV
LUMO (alpha / beta): -5.4 / -5.4 eV